DFT (the ωB97M-V functional and the def2-TZVPD basis) results for a molecular structure, F4LiN2O8S4 in a non-equilibrium geometry.

Structure (XYZ):
```
19
Properties=species:S:1:pos:R:3:forces:R:3
Li 22.1101 -11.9303 -13.6929 0.046 -0.091 -0.054
N 22.4526 -13.2333 -12.3191 1.472 -4.195 -0.733
S 23.8791 -13.6252 -11.6504 4.999 4.461 1.863
O 25.0579 -13.4586 -12.5268 -2.709 -1.332 1.753
O 23.8253 -14.5153 -10.5111 0.039 -0.097 -1.951
F 23.8995 -12.2339 -10.9148 0.360 1.169 0.827
S 22.3050 -14.8372 -12.7889 -2.212 -4.158 -4.452
O 21.4425 -15.5666 -11.9095 0.541 0.527 -0.090
O 23.3991 -15.6440 -13.4730 -2.751 3.384 2.690
F 21.3604 -14.4948 -14.0554 0.215 0.175 0.426
N 22.7959 -11.1880 -15.3547 5.207 0.055 1.975
S 21.9827 -11.7646 -16.4477 -4.837 -3.732 -7.487
O 22.0781 -13.2245 -16.6857 0.672 3.033 -0.018
O 21.8181 -10.8698 -17.6018 0.090 -1.734 2.026
F 20.6425 -11.7661 -15.6733 -2.111 0.825 1.136
S 24.3537 -11.5948 -15.9788 3.051 1.720 2.709
O 24.7022 -10.7197 -17.0658 -0.497 -1.255 0.711
O 24.8180 -12.9677 -15.9169 -1.251 2.483 0.062
F 25.0210 -10.8131 -14.6619 -0.325 -1.237 -1.392
```
Positions in Å, forces in eV/Å.

LUMO, eV: 2.0
E, eV: -73776.429
Largest force on an atom, eV/A: 9.664
Highest occupied orbital energy, eV: -7.776
HOMO-LUMO gap, eV: 9.78
Net charge: -1